# 1
Below is a cluster of 2 separate species, C28H35F4N5O8P in total, with properties calculated with wB97M-V/def2-TZVPD.

The geometry in ORCA input format:
```
! wB97M-V def2-TZVPD RIJCOSX def2/J DEFGRID3
* xyz -1 1
H -0.44 -1.68 3.01
C -0.33 -2.15 2.03
H 2.15 -2.26 -0.21
C -0.91 -3.30 -1.73
C -4.40 1.12 3.61
H 3.70 -3.05 -3.84
H -1.63 -3.23 -3.74
H 5.24 -1.21 -2.46
H -0.66 5.27 0.59
C -0.48 2.09 -0.51
H 0.07 -2.87 -3.54
N 1.10 0.94 -3.31
C -4.34 3.75 2.11
H -1.28 -5.13 -0.67
C -3.75 5.17 2.09
C 5.66 1.39 1.65
C 3.49 0.75 1.70
H 4.49 0.99 -1.50
C 0.82 -3.05 2.12
H -1.72 -0.24 1.97
C 3.84 -2.49 -2.90
C -0.27 4.30 0.35
C 0.86 1.85 -0.17
C -0.54 -1.30 -0.49
O -0.93 0.11 1.55
C 5.63 1.38 0.27
C 2.58 -1.54 -0.91
O -4.33 3.02 1.16
H 6.58 1.66 2.17
N 4.59 1.07 2.38
H 2.43 -4.63 1.96
O 1.12 -0.54 0.99
H -1.15 -1.62 -3.13
C 2.17 0.96 -2.26
O -2.54 -0.62 -1.67
C -1.05 3.32 -0.25
H 1.91 -1.57 -3.05
F -2.97 5.39 3.15
H -6.12 1.99 2.60
C 4.47 1.03 -0.42
C 2.46 -2.16 -2.32
H 2.39 2.02 -2.10
H -3.78 1.04 2.72
H 2.62 0.53 2.31
H -3.75 1.35 4.45
C 3.34 0.69 0.32
H -6.08 2.26 4.34
O 0.23 -0.52 -1.28
H -2.10 3.48 -0.49
C -3.79 -2.50 0.21
F -3.35 -3.58 0.89
H 0.79 1.87 -3.54
F -3.01 5.34 1.00
N -0.41 -2.77 -0.68
C -1.49 -4.69 -1.64
N 1.62 2.80 0.37
H -3.60 -0.58 0.49
H -4.88 0.15 3.79
H -1.09 1.34 -0.98
H -1.24 -2.71 1.84
C 1.68 -3.88 2.05
O -4.77 -2.59 -0.46
H 3.64 -1.54 -0.65
C -2.05 -1.07 -0.68
C -0.92 -2.68 -3.11
C -5.46 2.19 3.45
H 3.02 0.46 -2.72
F -4.72 6.10 2.10
O 4.61 -1.33 -3.18
C 1.05 3.98 0.62
O -4.87 3.50 3.30
H 1.43 0.46 -4.13
N -2.98 -1.39 0.45
H -2.57 -4.56 -1.80
H -1.14 -5.30 -2.47
H 4.35 -3.16 -2.20
P 1.71 0.16 -0.54
C -0.15 -0.99 1.01
H 1.68 4.74 1.09
H 1.96 -3.14 -2.24
H 6.53 1.62 -0.29
*
```

Output
* lowest unoccupied orbital energy: 2.182 eV

=====

# 2
Below is a structure of composition C28H40BrLuN5OS2, with properties calculated with wB97M-V/def2-TZVPD.

The geometry in ORCA input format:
```
! wB97M-V def2-TZVPD RIJCOSX def2/J DEFGRID3
* xyz -1 1
H 1.88 0.38 -3.40
H 2.84 -1.85 -3.24
H 4.00 -2.24 -1.90
H -4.20 -0.74 0.05
H -4.29 -0.99 2.22
C -0.16 -3.50 2.83
Lu 0.11 0.54 0.42
N -0.43 -0.83 2.20
C -1.07 -2.26 -1.43
H 3.71 2.13 2.61
N 1.91 0.99 2.24
H 1.34 1.44 2.95
H 2.36 1.76 -2.44
H 0.03 1.13 -6.40
C 3.03 1.88 1.80
S -0.73 2.13 -1.65
Br 3.07 -1.71 0.55
S -0.94 2.60 2.17
H 3.49 1.14 -3.65
H -4.73 -0.80 4.68
C 2.73 0.83 -2.89
H 5.05 -0.17 -0.64
C -3.82 -0.18 2.84
C -0.60 -1.18 -3.97
H -0.64 -2.26 -3.80
C -0.40 1.57 -4.31
H -0.02 -2.56 -1.53
H -0.22 2.65 -4.47
H 2.29 0.08 2.56
C -2.92 0.67 2.20
C -0.82 -0.35 -2.86
N -1.28 -0.87 -1.60
H 3.30 3.77 0.93
H -0.11 -1.25 -6.04
H 4.49 -1.37 -3.41
H -3.46 2.62 0.82
N 1.58 2.79 0.14
H 0.29 -3.77 0.75
H 5.32 0.69 -2.18
C -0.10 -1.72 1.22
H 4.41 1.42 -0.94
N -2.71 0.62 0.74
C 3.70 -1.46 -2.65
C 2.25 -0.41 -0.84
H -2.61 -1.49 0.55
H -1.67 -2.86 -2.17
C -3.47 0.93 4.89
C -3.53 1.75 0.19
C -0.43 -2.55 3.81
C 0.03 -3.09 1.56
H 1.60 -1.13 -1.35
C -0.67 1.06 -3.02
C -2.18 1.62 2.92
C 2.47 3.14 1.22
H -1.40 -2.62 -0.47
H -3.61 1.07 5.96
H 0.03 -4.97 4.07
H 3.54 1.40 0.98
O 0.13 -4.83 3.12
H 1.83 3.74 1.86
H 2.13 2.31 -0.54
H 1.20 3.60 -0.31
C -2.69 -0.54 -1.39
H -3.27 -1.27 -2.01
H -2.90 0.44 -1.82
H -4.57 1.41 0.15
C -0.57 -1.22 3.45
C 4.60 0.48 -1.38
C -0.21 0.75 -5.40
C -2.56 1.77 4.24
H -2.14 2.52 4.87
H -3.21 1.98 -0.86
H -0.76 -0.48 4.19
C -0.27 -0.62 -5.21
C -4.08 -0.11 4.21
C 3.33 -0.14 -1.92
H -0.49 -2.84 4.85
C -3.10 -0.59 0.07
*
```

Output
* lowest unoccupied orbital energy: 2.565 eV

=====

| no. | largest force on an atom (eV/Å) |
| --- | --- |
| 1 | 1.955 |
| 2 | 2.263 |